1.
The following is a quantum chemistry calculation of a molecular structure, C4H9NO3 in a non-equilibrium geometry, from the Open Molecules 2025 dataset.

Last column: Löwdin charge in e.
Element x y z (Å)
C  -0.95697  -1.73586  -0.36728  -0.070
C  1.80202  0.33563  1.14973  -0.038
C  0.97675  -0.54865  0.28324  -0.132
N  -0.32733  -0.59602  0.31020  -0.028
H  1.51041  -1.33172  -0.26263  0.136
H  -0.82306  -1.65577  -1.44796  0.096
H  -0.53310  -2.67145  0.00034  0.083
H  -2.02309  -1.73572  -0.14530  0.083
H  2.75268  0.53984  0.65593  0.085
H  1.28400  1.26019  1.39176  0.075
H  2.00276  -0.20728  2.08136  0.097
C  -0.93456  1.06858  -0.21047  -0.601
O  -2.07160  0.78364  -0.89862  0.074
O  0.28476  1.14755  -1.35961  -0.093
O  -0.88520  1.93276  0.64284  0.037
H  -2.73804  1.38288  -0.52741  0.131
H  0.67958  2.03139  -1.29612  0.064

The HOMO energy comes out at -9.8 eV. As for the multiplicity: 1. The frontier orbital gap is 9.973 eV. The energy relative to the best compared isomer or geometry (same formula, charge and spin) is 70.4 kcal per mole. The value obtained for the total energy is -11924.48976 eV.

2.
The following is a quantum chemistry calculation of a single C4H6N2O molecule in a non-equilibrium geometry, from the Open Molecules 2025 dataset.

Last column: Löwdin charge in e.
Element x y z (Å)
N  -0.84524  -0.29237  0.56199  0.073
C  0.49345  -0.30720  0.24204  -0.453
C  -1.45690  -1.15033  1.43031  -0.327
C  0.63613  0.42203  -1.08288  -0.117
C  0.42269  1.73021  -1.19917  0.030
N  1.28750  -1.17328  0.70700  0.139
O  -2.63686  -1.10487  1.66950  0.042
H  -1.25185  0.26044  -0.30492  0.187
H  2.21813  -1.15626  0.30348  0.055
H  -0.72326  -1.71958  2.01868  0.132
H  1.34121  -0.05422  -1.76325  0.105
H  -0.29427  2.23575  -0.55868  0.071
H  0.80927  2.30966  -2.02408  0.063

The HOMO energy comes out at -9.9 eV. The SMILES is [H]/N=C(\C=C)NC=O. As for the multiplicity: 1. The frontier orbital gap is 10.160 eV. The energy relative to the best compared isomer or geometry (same formula, charge and spin) is 51.3 kcal per mole. The value obtained for the total energy is -9271.27776 eV.

3.
The following is a quantum chemistry calculation of a single C10H13N3O molecule in a non-equilibrium geometry, from the Open Molecules 2025 dataset.

Last column: Löwdin charge in e.
Element x y z (Å)
C  1.66811  -0.74927  -0.18862  0.087
C  0.94046  1.36198  -0.38482  -0.028
C  0.31295  0.95697  -1.46039  -0.029
C  1.63151  0.35258  0.51190  -0.174
C  -1.93217  -1.24922  0.67948  -0.220
C  1.73717  0.50802  1.94743  -0.412
C  0.30151  -0.50242  -1.88086  -0.532
C  -2.39571  -0.61615  1.87127  -0.060
C  1.28352  1.85350  2.46962  0.002
C  0.37576  -0.66410  -3.43133  -0.006
N  1.59630  -1.13058  -1.46982  0.168
N  -1.09946  -0.67958  -0.05217  0.021
N  -0.85666  -1.14008  -1.31157  0.015
O  1.99005  -0.50158  2.59648  0.063
H  1.17101  2.37554  0.00155  0.117
H  -0.27479  1.63237  -1.96451  0.095
H  -2.30596  -2.21679  0.39958  0.116
H  -1.81363  0.22879  2.01245  0.056
H  -3.34046  -0.22900  1.89526  0.052
H  -2.39764  -1.42539  2.57894  0.087
H  1.56214  2.62460  1.81047  0.051
H  1.55186  1.94904  3.49008  0.078
H  0.19718  1.90910  2.48493  0.093
H  0.21050  -1.78805  -3.44354  0.097
H  1.31348  -0.39688  -3.67027  0.032
H  -0.47941  -0.31766  -4.03774  0.092
H  -0.94761  -2.14574  -1.45379  0.140

The HOMO energy (alpha / beta) comes out at -8.2 / -8.2 eV. The SMILES is C/C=N/N[C@@]1(C)C=CC(C(C)=O)=C=N1. As for the multiplicity: 1. The frontier orbital gap (alpha / beta) is 7.626 / 7.628 eV. The energy relative to the best compared isomer or geometry (same formula, charge and spin) is 99.7 kcal per mole. The value obtained for the total energy is -17092.44171 eV.

4.
The following is a quantum chemistry calculation of a single C3H9N molecule, from the Open Molecules 2025 dataset.

Last column: Löwdin charge in e.
Element x y z (Å)
C  -0.27666  0.51630  1.66557  -0.123
C  0.41769  -0.20607  0.50462  -0.282
C  -0.34641  -0.07806  -0.79757  -0.336
H  0.30526  0.42997  2.59406  0.069
H  -1.27613  0.11438  1.86693  0.070
H  -0.40054  1.57727  1.44702  0.065
H  0.54558  -1.27782  0.72257  0.110
H  1.41869  0.22723  0.37428  0.104
H  -0.55324  0.98870  -0.99115  0.107
H  -1.32877  -0.56808  -0.69616  0.114
H  1.27863  -0.31150  -2.04338  0.066
H  -0.15036  -0.66501  -2.75899  0.060
N  0.36624  -0.74732  -1.88780  -0.025

The HOMO energy comes out at -9.3 eV. The SMILES is CCCN. As for the multiplicity: 1. The frontier orbital gap is 10.547 eV. The energy relative to the best compared isomer or geometry (same formula, charge and spin) is 2.1 kcal per mole. The value obtained for the total energy is -4747.01989 eV.

5.
The following is a quantum chemistry calculation of 7 unconnected molecules or ions with the total composition C10H22Br8NO6 in a non-equilibrium geometry, from the Open Molecules 2025 dataset.

Last column: Löwdin charge in e.
Element x y z (Å)
N  -1.08360  0.59631  -0.31803  0.225
H  -1.55469  -0.21355  0.05920  0.030
H  -0.63382  0.33775  -1.18459  0.056
H  -0.36648  0.97979  0.28096  -0.039
H  -1.81145  1.23043  -0.61507  0.025
O  1.67825  -2.59809  -2.55706  0.192
C  1.19163  -1.45368  -2.98221  -0.714
O  1.31384  -1.09955  -4.18129  0.327
O  0.52027  -0.79769  -2.15521  0.041
H  1.48157  -2.30368  -1.66474  0.101
O  -3.91838  3.41980  -2.46722  0.160
C  -3.03505  2.63160  -2.02826  -1.015
O  -2.08870  2.39133  -2.77814  -0.027
O  -3.15890  2.18355  -0.90624  -0.039
H  -3.32939  3.40620  -3.22518  0.089
Br  2.74866  -4.02101  1.89117  0.553
C  0.83103  -4.40086  2.29315  -0.662
C  0.00102  -3.21998  2.68431  -0.585
Br  0.34437  -1.73682  1.36141  0.582
H  0.75792  -5.23301  2.99335  0.071
H  0.37203  -4.74148  1.36504  0.015
H  0.15018  -2.85888  3.70189  0.068
H  -1.04603  -3.50994  2.59652  0.042
Br  5.72472  1.68516  2.61877  0.561
C  4.50198  1.21145  1.10617  -0.657
C  3.01507  1.41823  1.50121  -0.614
Br  2.02040  1.19574  -0.16495  0.710
H  4.71722  0.16227  0.90371  0.049
H  4.84007  1.79797  0.25190  0.043
H  2.63119  2.28711  2.03579  0.059
H  2.66986  0.58284  2.11035  0.036
Br  0.52728  7.97058  2.53581  0.467
C  0.37958  5.93666  2.07593  -0.572
C  -0.32582  5.75162  0.70679  -0.674
Br  -0.37296  3.83825  0.37955  0.714
H  -0.37225  5.59172  2.78577  0.047
H  1.41028  5.58902  2.00585  0.045
H  0.03259  6.23060  -0.20437  0.058
H  -1.36555  6.07658  0.66874  0.056
Br  -2.56166  -2.99201  -0.04198  0.669
C  -2.51221  -3.69832  -1.86674  -0.632
C  -2.51371  -5.21983  -1.80025  -0.645
Br  -0.64760  -5.90681  -1.47897  0.567
H  -1.63428  -3.51587  -2.48645  0.053
H  -3.51841  -3.50399  -2.23807  0.063
H  -2.92850  -5.83636  -2.59771  0.062
H  -3.08142  -5.64111  -0.97059  0.037

The HOMO energy (alpha / beta) comes out at -8.1 / -8.1 eV. As for the multiplicity: 2. The frontier orbital gap (alpha / beta) is 7.920 / 3.607 eV. The value obtained for the total energy is -584838.42468 eV.

6.
The following is a quantum chemistry calculation of a molecular structure, C22H47CuNO4Si2 in a non-equilibrium geometry, from the Open Molecules 2025 dataset.

Last column: Löwdin charge in e.
Element x y z (Å)
O  -1.34341  -2.70152  -1.30414  -0.232
O  -2.17938  -0.60393  -2.23132  -0.148
C  -0.01837  -3.22723  -1.35478  -0.259
C  0.50159  -3.86055  -0.10113  -0.083
H  0.64662  -2.39500  -1.63688  0.097
H  -0.02896  -3.94091  -2.19285  0.129
H  0.58150  -3.15682  0.73593  0.074
H  1.50503  -4.24248  -0.28340  0.085
H  -0.12310  -4.71981  0.20076  0.089
C  -2.04602  -2.63595  -0.05457  -0.252
C  -3.49840  -2.94432  -0.29187  -0.067
H  -1.93759  -1.61796  0.35755  0.108
H  -1.63881  -3.35588  0.67315  0.108
H  -3.96636  -2.21060  -0.94433  0.045
H  -4.02235  -2.93484  0.67086  0.090
H  -3.57280  -3.94072  -0.73883  0.089
C  -3.26275  0.36028  -2.38417  -0.181
C  -1.93000  -1.25736  -3.49683  -0.186
C  -3.88529  0.61991  -1.05041  -0.031
H  -3.97472  -0.09357  -3.07649  0.118
H  -2.87605  1.23771  -2.90416  0.098
H  -4.49529  -0.25379  -0.78070  0.074
H  -4.53547  1.50974  -1.09179  0.101
H  -3.14645  0.77782  -0.25138  0.080
C  -2.94855  -2.33180  -3.70292  -0.050
H  -0.90531  -1.64365  -3.45696  0.122
H  -2.01710  -0.50350  -4.29029  0.130
H  -2.99227  -3.02323  -2.85297  0.068
H  -2.66845  -2.91413  -4.57995  0.092
H  -3.95612  -1.91410  -3.85749  0.085
H  -1.37660  -0.42539  -1.60392  0.032
Cu  0.98943  1.16750  0.84004  0.334
C  -0.29661  0.20357  -0.63796  -0.246
Si  0.65849  1.23665  -1.91186  0.459
H  -1.08174  0.63717  -0.01428  0.005
H  0.02624  -0.82938  -0.34493  0.025
C  1.78890  0.06140  -2.88784  -0.172
C  1.77244  2.72658  -1.41169  -0.190
C  -0.56722  2.12235  -3.07265  -0.177
C  2.78989  0.43369  0.97154  -0.296
Si  3.82748  1.56086  2.06510  0.425
H  3.17744  0.24698  -0.05149  0.000
H  2.73174  -0.55513  1.47279  -0.001
C  4.63723  2.88647  0.99913  -0.196
C  5.19039  0.54314  2.88607  -0.194
C  2.84777  2.35791  3.46131  -0.183
H  -0.04093  2.94748  -3.57999  0.033
H  -1.38181  2.57105  -2.48235  0.038
H  -0.99175  1.47024  -3.85089  0.013
H  2.64335  -0.24928  -2.27005  0.024
H  2.17881  0.57243  -3.78429  0.036
H  1.25171  -0.84204  -3.21715  0.004
H  2.72000  2.37836  -0.93421  0.005
H  1.22914  3.42884  -0.74899  0.034
H  2.01019  3.22850  -2.39063  0.045
H  5.46354  -0.32279  2.26941  0.024
H  4.87541  0.17878  3.87318  0.024
H  6.08018  1.17375  3.01767  0.022
H  2.38174  1.59736  4.10559  0.026
H  2.05331  3.01110  3.08158  0.024
H  3.52377  2.96131  4.08688  0.036
H  5.53552  3.26345  1.51037  0.025
H  3.96130  3.73419  0.81902  0.031
H  4.94520  2.47140  0.02990  0.028
O  -1.78574  3.56754  2.49166  0.032
C  -0.93411  2.72888  2.16794  -0.570
O  -0.08617  2.80250  1.17880  -0.107
C  -0.85028  1.47466  3.00065  -0.163
C  -1.62138  1.27828  4.15818  0.018
C  -1.45915  0.09296  4.86474  -0.053
C  -0.53592  -0.85638  4.40870  -0.042
C  0.20784  -0.58063  3.23175  -0.089
N  0.02287  0.55921  2.54209  0.055
H  -2.30781  2.06838  4.42327  0.118
H  -2.05238  -0.09254  5.75593  0.108
H  -0.36822  -1.79477  4.90160  0.094
H  0.95111  -1.27842  2.85261  0.104

The HOMO energy (alpha / beta) comes out at -7.2 / -7.6 eV. As for the multiplicity: 2. The frontier orbital gap (alpha / beta) is 7.658 / 7.501 eV. The energy relative to the best compared isomer or geometry (same formula, charge and spin) is 0.0 kcal per mole. The value obtained for the total energy is -93649.60113 eV.

7.
The following is a quantum chemistry calculation of a single C5H11N3 molecule in a non-equilibrium geometry, from the Open Molecules 2025 dataset.

Last column: Löwdin charge in e.
Element x y z (Å)
C  1.14771  -0.09588  1.80963  -0.066
C  -1.07736  1.24069  -1.27429  -0.061
C  0.01453  -1.00090  -0.25756  -0.364
C  0.16531  0.04633  0.67088  -0.264
C  -0.31853  1.30362  0.28226  -0.420
N  1.11984  -1.72920  -0.64877  0.160
N  -1.18203  -1.56994  -0.60654  0.166
N  -0.44127  2.41529  0.86709  0.044
H  -2.01490  -1.07456  -0.33874  0.116
H  -1.17623  -2.46214  -1.07660  0.112
H  1.01671  -2.29341  -1.48068  0.105
H  1.99574  -1.23649  -0.57631  0.108
H  0.41895  2.90787  1.08912  0.038
H  0.98337  -1.04841  2.31744  0.072
H  1.03451  0.73644  2.50217  0.073
H  2.18918  -0.11666  1.47542  0.063
H  -2.13898  1.17065  -1.03819  0.040
H  -0.82551  0.55206  -2.07980  0.034
H  -0.91105  2.25464  -1.63653  0.044

The HOMO energy comes out at -6.8 eV. The SMILES is [H]/N=C(/C)C(C)=C(N)N. As for the multiplicity: 1. The frontier orbital gap is 7.212 eV. The energy relative to the best compared isomer or geometry (same formula, charge and spin) is 70.3 kcal per mole. The value obtained for the total energy is -9830.85875 eV.

8.
The following is a quantum chemistry calculation of 2 unconnected molecules or ions with the total composition C7H20INOPS, from the Open Molecules 2025 dataset.

Last column: Löwdin charge in e.
Element x y z (Å)
C  -2.13778  1.78992  0.14673  -0.344
S  -2.71996  3.20983  -0.79787  0.697
P  -4.80963  3.80418  -0.11019  0.313
O  -4.72723  3.45269  1.45573  -0.446
I  -5.81750  1.79572  -0.90653  0.574
H  -2.05451  0.97865  -0.56852  0.023
H  -2.86913  1.56200  0.92735  0.048
H  -1.16235  2.02085  0.58056  0.067
H  -1.98518  4.20503  -0.28264  -0.037
H  -4.00137  3.86039  1.94966  0.078
C  -0.67042  -1.38522  -1.34886  -0.092
C  0.62544  -0.65479  -1.03528  -0.283
N  1.00213  -0.75569  0.36268  -0.206
C  2.07358  0.15715  0.73794  -0.256
C  3.45096  -0.03640  0.09707  -0.078
C  1.10811  -2.11406  0.88851  -0.241
C  2.07322  -3.07714  0.18934  -0.075
H  -1.45823  -1.07784  -0.66169  0.057
H  -0.98367  -1.15671  -2.37020  0.079
H  -0.58322  -2.46773  -1.27649  0.073
H  0.49759  0.41572  -1.24164  0.105
H  1.39947  -0.99953  -1.73627  0.108
H  2.17299  0.11828  1.82550  0.112
H  1.72672  1.17162  0.50330  0.098
H  3.97112  -0.90296  0.50071  0.060
H  4.07264  0.83751  0.29651  0.074
H  3.38463  -0.15156  -0.98543  0.070
H  0.10967  -2.55689  0.87562  0.101
H  1.37122  -2.02810  1.94494  0.116
H  1.97475  -3.03435  -0.89661  0.069
H  1.85218  -4.10006  0.49633  0.077
H  3.11377  -2.88049  0.43975  0.058

The net charge is +1. The HOMO energy comes out at -10.6 eV. As for the multiplicity: 1. The frontier orbital gap is 6.278 eV. The value obtained for the total energy is -39338.93453 eV.